Formula: C40H56HfN7O8P3S
Source: the Open Molecules 2025 dataset
Level of theory: ωB97M-V/def2-TZVPD

Structure (XYZ):
```
116
C40H56HfN7O8P3S ωB97M-V/def2-TZVPD
Hf -1.01278 -0.73602 1.49692
N -3.35339 -4.38824 -1.22821
C -2.78152 -2.99389 -1.23779
C -2.66680 -2.42005 -2.63568
P -3.86965 -2.07991 -0.02441
O -4.77357 -1.08633 -0.89762
O -4.72852 -3.18902 0.50009
O -3.04846 -1.27733 0.94460
P -1.08526 -3.10493 -0.49630
O -1.43057 -3.81162 0.89556
O -0.28579 -4.01630 -1.33346
O -0.63871 -1.65675 -0.28244
H -3.84878 -4.61519 -2.08509
H -4.07800 -4.28407 -0.39562
H -2.61916 -5.07372 -1.04871
H -3.64307 -2.22390 -3.08327
H -2.09099 -3.09742 -3.26896
H -2.09878 -1.48955 -2.58020
H -4.34321 -0.23197 -1.06690
H -1.49293 -3.23459 1.71311
O -1.36492 -2.18174 2.90943
C -0.73088 -2.48594 4.03748
C -1.46651 -2.82020 5.18041
C -0.84981 -3.05079 6.39491
C 0.53288 -2.95641 6.50354
C 1.28182 -2.69743 5.37378
C 0.67838 -2.49496 4.13099
C 1.46395 -2.32582 2.92449
N 0.99662 -1.90726 1.75703
C 2.03862 -1.96097 0.86343
C 3.14530 -2.43001 1.48811
N 2.77113 -2.65143 2.79452
H -2.54299 -2.88380 5.07973
H -1.44619 -3.29789 7.26330
H 1.01601 -3.10580 7.45948
H 2.36027 -2.62595 5.45867
H 1.88812 -1.66788 -0.16082
H 4.14770 -2.61292 1.14705
H 3.35102 -3.05086 3.51009
N -3.24414 1.73653 0.93276
P -1.84640 1.35510 -0.14539
C -2.70645 2.17622 -1.55461
C -2.92532 3.55172 -1.51322
C -3.71655 4.16560 -2.47222
C -4.29962 3.41438 -3.48395
C -4.06364 2.05029 -3.54914
C -3.26815 1.43738 -2.59243
C -0.70242 2.58324 0.44214
C -0.30788 2.36666 1.89999
C 0.54407 3.53536 2.34727
C 1.22043 4.32359 1.48460
C 1.06321 4.21627 0.07046
C 0.08324 3.36242 -0.40351
C -3.48437 1.31227 2.19144
C -4.62306 1.78383 2.88125
C -4.85322 1.38260 4.16954
C -3.94563 0.51077 4.77457
C -2.86023 0.09794 4.04308
N -2.61103 0.46904 2.77820
H -3.87071 2.45698 0.60857
H -2.46611 4.13546 -0.72487
H -3.87802 5.23505 -2.42738
H -4.94121 3.89060 -4.21388
H -4.49555 1.45992 -4.34713
H -3.06414 0.37599 -2.66921
H -1.21094 2.34601 2.52008
H 0.64514 3.69175 3.41641
H 1.86130 5.10887 1.87472
H 1.60595 4.87204 -0.59887
H -0.16589 3.37307 -1.46292
H -5.28243 2.48131 2.38235
H -5.71636 1.74595 4.71163
H -4.06894 0.18559 5.79699
H -2.12197 -0.53977 4.50002
C 0.35309 1.04880 4.55487
O 0.06731 0.31531 3.38236
C 0.33399 0.92935 2.06100
C 1.84824 0.98542 1.82870
H 1.37303 1.43934 4.53788
H 0.24677 0.35927 5.39568
H -0.34695 1.87781 4.68969
H 2.25288 1.96537 2.08947
H 2.08362 0.80640 0.78014
H 2.35853 0.23557 2.43595
C 4.99265 4.08210 -4.78620
C 5.00790 3.09808 -3.61856
C 3.59365 2.68568 -3.22265
C 3.56046 1.77237 -1.99590
N 2.22321 1.27724 -1.72128
C 1.54573 0.41564 -2.50223
S -0.13709 0.40661 -2.51143
N 2.28097 -0.41423 -3.27306
C 1.77476 -1.59503 -3.95933
C 2.32707 -2.90347 -3.37661
C 3.52658 -3.46093 -4.14085
C 4.75861 -2.55971 -4.07830
H 6.00598 4.34854 -5.08734
H 4.46609 4.99416 -4.50249
H 4.48198 3.64522 -5.64584
H 5.50193 3.55827 -2.75812
H 5.58592 2.21069 -3.89434
H 3.10759 2.17946 -4.06216
H 3.00114 3.57713 -2.99912
H 3.87401 2.32821 -1.11166
H 4.26261 0.94110 -2.12541
H 1.63400 1.91727 -1.19818
H 3.28212 -0.36857 -3.16844
H 2.03746 -1.51725 -5.01932
H 0.69234 -1.56475 -3.87213
H 1.53204 -3.64916 -3.36349
H 2.60154 -2.73807 -2.33166
H 3.24182 -3.61766 -5.18500
H 3.78034 -4.43866 -3.72460
H 4.57338 -1.59974 -4.56637
H 5.60433 -3.02751 -4.58260
H 5.04485 -2.37684 -3.03967
```

Calculated values
**E_LUMO**: 0.016 hartree
**Kohn-Sham gap**: 5.317 eV
**F_max**: 0.043 Eh/bohr
**E_tot**: -4013.6971 a.u.
**HOMO level**: -4.9 eV

Löwdin population analysis, charges in e, atoms 1 to 4: atom 1 (Hf): 1.5743, atom 2 (N): 0.1522, atom 3 (C): -0.4840, atom 4 (C): -0.0833

Formula: C40H56N10
Source: the Open Molecules 2025 dataset
Level of theory: ωB97M-V/def2-TZVPD

Structure (XYZ):
```
106
C40H56N10 ωB97M-V/def2-TZVPD
C 2.92303 -1.00878 2.91563
C 3.36060 -2.19984 3.54251
C 4.27093 -1.89785 4.53658
N 4.49962 -0.54188 4.41576
C 3.76138 -0.02660 3.40047
H 2.18316 -1.05658 2.13504
H 2.89187 -3.17269 3.49451
H 4.87037 -2.48773 5.20548
H 5.29052 -0.05700 4.79936
H 3.97097 0.98542 3.08949
C -1.94818 -4.44792 0.00613
C -3.21765 -4.80348 0.47114
C -3.44659 -6.11926 0.16833
N -2.27044 -6.61676 -0.34541
C -1.36062 -5.59274 -0.48299
H -1.51181 -3.47923 0.18935
H -3.75366 -4.07189 1.05745
H -4.26772 -6.77228 0.41185
H -2.08668 -7.57303 -0.57938
H -0.37630 -5.89587 -0.80162
C -3.96081 -0.42055 -1.78625
C -3.96795 -1.50089 -0.88010
C -4.04328 -2.61381 -1.67902
N -4.14563 -2.27087 -2.99040
C -3.98081 -0.89894 -3.08121
H -3.83292 0.62269 -1.53605
H -3.84808 -1.50337 0.18964
H -4.10018 -3.65348 -1.41034
H -4.04159 -2.92456 -3.74371
H -3.92402 -0.32210 -3.98757
C -1.29528 4.13939 4.17980
C -0.91906 2.78105 4.40399
C 0.42606 2.73837 4.60954
N 0.92165 4.01904 4.59469
C -0.12863 4.86732 4.36819
H -2.25873 4.52651 3.90297
H -1.58033 1.94222 4.25502
H 1.09587 1.89704 4.69891
H 1.87572 4.24875 4.79005
H 0.06581 5.92681 4.29889
C 3.75823 -0.84461 -2.32077
C 4.42208 -0.64959 -3.53893
C 3.62603 0.08929 -4.39835
N 2.44366 0.24926 -3.72355
C 2.50838 -0.26937 -2.47252
H 4.09302 -1.40587 -1.46524
H 5.45613 -0.91773 -3.70919
H 3.80256 0.48419 -5.38031
H 1.59332 0.65345 -4.09278
H 1.68881 -0.18010 -1.78159
C -0.74922 0.23362 -4.88330
C -0.13753 1.26019 -5.64668
C -0.13970 2.41225 -4.89057
N -0.63248 2.05945 -3.65336
C -1.06499 0.75783 -3.65806
H -0.99700 -0.73095 -5.29841
H 0.28161 1.16150 -6.63473
H 0.38563 3.34951 -4.96101
H -0.80134 2.60688 -2.82050
H -1.48290 0.34462 -2.75509
C 0.78686 -2.72510 -4.03065
C 0.51442 -3.91335 -4.75789
C -0.52254 -4.57760 -4.17450
N -0.87622 -3.86979 -3.05425
C -0.16674 -2.71614 -3.00403
H 1.48439 -1.93946 -4.26059
H 1.05526 -4.30574 -5.60611
H -1.03306 -5.47960 -4.46805
H -1.72895 -4.05792 -2.55645
H -0.38163 -2.05351 -2.17792
C -0.62632 0.24050 -0.01721
C -0.42052 1.05445 1.29049
C 0.11025 2.43636 0.90798
C -0.67182 3.15499 -0.11159
N -1.24734 3.65069 -0.96881
H -1.61009 0.37234 -0.46970
H -0.46017 -0.81199 0.21107
H 0.01591 0.56630 -0.83773
H 0.39005 0.67616 1.91047
H -1.38115 1.05602 1.79330
H 1.14899 2.46273 0.56461
H 0.21058 3.08656 1.78425
C -1.37245 -1.71452 3.23371
C -0.24830 -2.74558 3.02155
C -0.53941 -4.05503 3.77243
C -0.66554 -3.84104 5.20768
N -0.75226 -3.68197 6.34059
H -2.32320 -2.21054 2.98288
H -1.32951 -0.88218 2.53516
H -1.47824 -1.42241 4.27673
H 0.56925 -2.17487 3.47153
H -0.00222 -2.86671 1.96871
H 0.32034 -4.69568 3.57933
H -1.50139 -4.43405 3.42432
C 1.03953 5.88444 0.78868
C 0.42989 7.26151 0.63796
C 1.30536 8.21450 -0.18502
C 2.52355 8.60257 0.53620
N 3.51418 8.85974 1.06174
H 1.13092 5.36841 -0.16893
H 0.45514 5.29478 1.49193
H 2.06773 5.89581 1.16696
H 0.03913 7.66578 1.57459
H -0.52536 7.15150 0.11040
H 0.85223 9.14849 -0.51208
H 1.70551 7.64167 -1.02558
```

Calculated values
**E_LUMO**: 0.012 hartree
**Kohn-Sham gap**: 8.189 eV
**Energy above the lowest of the compared OMol25 structures with the same formula, charge and spin**: 0.0000 eV
**F_max**: 0.045 Eh/bohr
**E_tot**: -2105.2207 a.u.
**SMILES**: c1cc[nH]c1.c1cc[nH]c1.c1cc[nH]c1.c1cc[nH]c1.c1cc[nH]c1.c1cc[nH]c1.c1cc[nH]c1.CCCC#N.CCCC#N.CCCC#N
**HOMO level**: -7.8 eV

Löwdin population analysis, charges in e, atoms 1 to 4: atom 1 (C): -0.1131, atom 2 (C): -0.1250, atom 3 (C): -0.1077, atom 4 (N): -0.0026

Formula: C40H56N8O4S2
Source: the Open Molecules 2025 dataset
Level of theory: ωB97M-V/def2-TZVPD

Structure (XYZ):
```
110
C40H56N8O4S2 ωB97M-V/def2-TZVPD
O 2.53509 0.35640 4.86640
S 1.26836 -0.20131 5.25445
O 1.06221 -1.60301 5.02822
C 1.02296 0.38009 6.88210
C 0.50702 1.80033 6.66072
C -0.60282 1.64206 5.62253
C 0.10144 0.92322 4.53611
H 1.94391 0.32176 7.43177
H 0.34199 -0.26649 7.42225
H 0.16612 2.18175 7.58237
H 1.33521 2.41221 6.29041
H -0.95825 2.58646 5.23889
H -1.28726 0.92809 6.06331
H 0.67099 1.61470 3.97607
H -0.52019 0.39702 3.77129
O 2.55933 -1.50595 -7.09882
S 1.78301 -2.21062 -6.10292
O 1.42969 -3.54514 -6.34752
C 2.53332 -1.99225 -4.47563
C 2.02183 -0.63105 -3.99847
C 0.51320 -0.81154 -4.24379
C 0.31706 -1.21778 -5.67254
H 3.59650 -2.15237 -4.62356
H 2.24242 -2.79385 -3.79362
H 2.31066 -0.44911 -3.00056
H 2.45963 0.15295 -4.59214
H -0.01701 0.07649 -3.94058
H 0.19549 -1.64014 -3.65554
H 0.21517 -0.42733 -6.41208
H -0.64385 -1.77397 -5.76405
C 2.13849 3.82414 0.81122
C 1.75720 4.60737 2.02922
C 2.26854 4.00667 3.13074
N 2.76973 2.77671 2.69714
C 2.83828 2.73962 1.31223
H 1.86344 4.07502 -0.21468
H 1.24675 5.53710 2.02044
H 2.22631 4.47984 4.14620
H 3.41929 2.22794 3.25760
H 3.23732 1.93899 0.67704
C -0.80219 -4.23293 -2.03226
C -0.15007 -4.83709 -3.17368
C 1.18217 -4.99923 -2.87370
N 1.41702 -4.49988 -1.59645
C 0.25371 -3.91603 -1.19336
H -1.77531 -3.74645 -1.94919
H -0.63465 -5.15781 -4.12376
H 1.92010 -5.56320 -3.36772
H 2.31775 -4.22968 -1.21135
H 0.19765 -3.24805 -0.33266
C -4.39759 1.91235 -4.05355
C -4.39534 2.88917 -3.02628
C -5.16666 2.32487 -1.99675
N -5.62232 1.03928 -2.38315
C -5.13293 0.80186 -3.59962
H -4.02408 1.99860 -5.06961
H -3.93037 3.87057 -3.08901
H -5.45826 2.68266 -1.03763
H -6.26240 0.53528 -1.79596
H -5.30459 -0.08573 -4.15248
C -5.81378 2.03311 1.77190
C -5.85060 0.71778 1.43285
C -4.61633 0.45038 0.87834
N -3.82751 1.54988 0.90688
C -4.60319 2.56220 1.42652
H -6.55269 2.61972 2.15617
H -6.69961 0.05532 1.54851
H -4.15348 -0.44951 0.46623
H -2.90242 1.58089 0.45013
H -4.23483 3.58677 1.69704
C 2.98490 -6.01885 4.07736
C 2.18722 -6.25423 2.93743
C 1.31708 -5.17936 2.79516
N 1.66406 -4.25357 3.74220
C 2.60501 -4.78867 4.56847
H 3.71894 -6.68393 4.45152
H 2.16203 -7.10375 2.23585
H 0.56555 -5.06090 2.05728
H 1.16436 -3.41470 3.94785
H 2.91761 -4.27260 5.48231
C -0.55555 6.05073 -1.77232
C -0.12186 4.86730 -2.37552
C -0.90237 4.65046 -3.48154
N -1.80347 5.65174 -3.58286
C -1.53475 6.57157 -2.55259
H -0.14290 6.49737 -0.85375
H 0.65247 4.19962 -1.99231
H -0.76617 3.83684 -4.23620
H -2.50244 5.74092 -4.33067
H -2.03872 7.50340 -2.39666
C 4.28382 -2.96149 -0.48078
C 3.39841 -2.02154 0.14250
C 3.18831 -2.46527 1.45767
N 3.94710 -3.63184 1.56789
C 4.58989 -3.93246 0.41461
H 4.68302 -2.88697 -1.47032
H 3.06059 -1.16680 -0.41629
H 2.58946 -2.09676 2.27783
H 4.16378 -4.13146 2.45650
H 5.13541 -4.82448 0.39363
C -0.20775 0.28136 -0.20552
C -0.35205 1.66044 0.08617
C -1.26479 2.17026 -0.79897
N -1.61947 1.19431 -1.67684
C -0.94948 -0.00732 -1.31389
H 0.51022 -0.53115 0.08700
H 0.15934 2.20978 0.85450
H -1.50289 3.15411 -1.12660
H -2.13635 1.34217 -2.53222
H -1.09332 -0.90437 -1.88657
```

Calculated values
**E_LUMO**: 0.010 hartree
**Kohn-Sham gap**: 8.440 eV
**Energy above the lowest of the compared OMol25 structures with the same formula, charge and spin**: 0.0000 eV
**F_max**: 0.066 Eh/bohr
**E_tot**: -3093.0141 a.u.
**SMILES**: O=S1(=O)CCCC1.O=S1(=O)CCCC1.c1cc[nH]c1.c1cc[nH]c1.c1cc[nH]c1.c1cc[nH]c1.c1cc[nH]c1.c1cc[nH]c1.c1cc[nH]c1.c1cc[nH]c1
**HOMO level**: -8.2 eV

Löwdin population analysis, charges in e, atoms 1 to 4: atom 1 (O): -0.3253, atom 2 (S): 0.6626, atom 3 (O): -0.3112, atom 4 (C): -0.2382

Formula: C40H57BClCoN9PS3
Source: the Open Molecules 2025 dataset
Level of theory: ωB97M-V/def2-TZVPD

Structure (XYZ):
```
113
C40H57BClCoN9PS3 ωB97M-V/def2-TZVPD
Co 1.22687 -1.55152 0.01916
C -3.15229 -4.74936 -0.76281
C -3.03344 -3.27806 -0.97424
C -3.93236 -2.52162 -1.65752
C -3.73163 -1.12235 -1.85299
N -2.71019 -0.51355 -1.32792
N -1.83986 -1.26211 -0.63730
B -0.68456 -0.57555 0.05557
N 0.17478 0.32519 -0.77968
N 0.34333 1.56489 -0.22260
C 1.03019 2.45309 -0.85918
C 1.75878 2.11145 -2.04678
C 1.68638 0.86793 -2.56529
C 2.48566 0.43322 -3.74425
C 0.74407 -0.07261 -1.97524
S 0.39655 -1.54870 -2.66570
C 0.95233 3.88677 -0.34557
C 2.29534 4.62342 -0.41941
C -0.05699 4.59614 -1.26846
C 0.43171 3.92924 1.09340
N -1.04990 -0.05080 1.42447
N -2.14506 0.71188 1.35468
C -2.59246 1.28000 2.43407
C -1.93396 1.07385 3.67442
C -0.81846 0.29573 3.75332
C -0.09350 0.06834 5.04061
C -0.33589 -0.29510 2.53783
S 1.05044 -1.26532 2.45639
C -3.86993 2.09196 2.25962
C -3.68811 3.07624 1.09476
C -5.00172 1.10941 1.92125
C -4.22370 2.86727 3.52681
C -1.88450 -2.58720 -0.48441
S -0.50788 -3.29382 0.19578
C -4.69440 -0.30432 -2.70063
C -4.70173 -0.88204 -4.12283
C -4.26753 1.16379 -2.75486
C -6.10335 -0.39701 -2.09816
H -4.08552 -5.12932 -1.17448
H -3.10966 -4.98126 0.30353
H -2.31251 -5.26866 -1.23162
H -4.81203 -2.98824 -2.08379
H 2.39279 2.85756 -2.50871
H 3.10952 1.24767 -4.10995
H 1.83922 0.07623 -4.54496
H 3.12584 -0.40907 -3.46595
H 2.70963 4.65794 -1.42874
H 3.04143 4.19485 0.25013
H 2.14147 5.65738 -0.10634
H 0.28296 4.59466 -2.30711
H -0.17781 5.63513 -0.95613
H -1.03162 4.10582 -1.22423
H 1.11724 3.42829 1.78116
H -0.54314 3.44757 1.17554
H 0.33660 4.96990 1.40926
H -2.32921 1.53034 4.57298
H -0.77440 0.16080 5.88551
H 0.69968 0.81160 5.15826
H 0.37669 -0.91202 5.05787
H -3.33178 2.56258 0.20058
H -2.97398 3.86418 1.35104
H -4.64382 3.55380 0.86645
H -4.76670 0.57331 0.99995
H -5.93966 1.65269 1.78036
H -5.14855 0.37844 2.72003
H -3.40671 3.52250 3.84053
H -4.47954 2.20420 4.35713
H -5.09364 3.49613 3.33336
H -3.70367 -0.84106 -4.56494
H -5.37745 -0.30078 -4.75292
H -5.04288 -1.91974 -4.14178
H -3.26952 1.27336 -3.18112
H -4.25891 1.61160 -1.75948
H -4.97250 1.71856 -3.37714
H -6.47544 -1.42377 -2.06980
H -6.79882 0.18690 -2.70406
H -6.12277 0.00248 -1.08194
C 6.52116 -0.24133 0.97171
N 5.95306 0.68018 -0.01289
C 5.61461 1.93258 0.66178
N 4.72573 1.76558 1.81158
C 5.33547 0.81398 2.74068
N 5.65314 -0.47159 2.12457
C 4.44654 -1.20840 1.75078
P 3.40725 -0.29224 0.50572
C 4.78387 0.10212 -0.67539
C 3.39360 1.32621 1.40643
H 7.45869 0.18590 1.33102
H 6.73877 -1.19480 0.48740
H 5.15118 2.61052 -0.05894
H 6.54080 2.38850 1.01507
H 4.66081 0.65177 3.58303
H 6.26278 1.24974 3.11618
H 3.84397 -1.39135 2.64069
H 4.74625 -2.18356 1.36051
H 4.42444 0.80056 -1.43642
H 5.08449 -0.81155 -1.19733
H 2.75221 1.22183 2.28427
H 2.94705 2.08207 0.76912
Cl 2.78424 -4.66170 1.65984
C 2.12913 -5.18429 0.14326
C 1.41490 -6.36069 0.10227
C 0.83452 -6.76998 -1.09335
C 0.97467 -5.99613 -2.24720
C 1.68992 -4.82527 -2.20690
C 2.30247 -4.36989 -1.00767
C 3.00881 -3.16545 -0.97654
H 1.30354 -6.95070 1.00223
H 0.27392 -7.69609 -1.12335
H 0.52396 -6.32632 -3.17445
H 1.80749 -4.21621 -3.09474
H 3.17415 -2.61531 -1.89103
H 3.61851 -2.94000 -0.11676
```

Calculated values
**E_LUMO (spin up / spin down)**: -0.120 / -0.135 hartree
**Net charge**: +1
**Kohn-Sham gap (spin up / spin down)**: 6.249 / 6.784 eV
**Energy above the lowest of the compared OMol25 structures with the same formula, charge and spin**: 0.8195 eV
**F_max**: 0.010 Eh/bohr
**E_tot**: -5454.8114 a.u.
**HOMO level (spin up / spin down)**: -9.5 / -10.4 eV
**Spin multiplicity**: 4

Löwdin population analysis, charges in e, atoms 1 to 4: atom 1 (Co): 0.0206, atom 2 (C): -0.0384, atom 3 (C): -0.2207, atom 4 (C): 0.0792

Question: The highest F_max belongs to which entry?
Answer: C40H56N8O4S2